127
Properties=species:S:1:pos:R:3:mulliken_charge:R:1 method="wB97M-V/def2-TZVPD" e_lumo_ev=-4.5 spin_multiplicity=1 largest_force_ev_per_a=11.93 charge=+1 homo_ha=-0.34207
C 9.57 -2.14 -0.33 -0.919
C 8.03 -1.86 0.19 0.536
N 7.73 -2.10 1.52 -0.589
C 6.90 -1.33 -0.90 -0.355
N 7.05 0.18 -1.11 0.235
C 8.37 0.97 -1.20 -0.030
N 7.98 2.43 -1.35 0.628
N 8.75 3.59 -1.44 -1.199
C 8.77 4.09 -0.14 0.822
O 8.58 4.72 1.03 -0.369
C 6.49 2.73 -1.41 -0.424
C 5.92 1.20 -1.25 0.084
C 4.28 0.91 -1.26 -0.463
C 3.71 0.70 -2.82 -0.473
C 2.05 0.94 -2.91 -0.506
S 1.36 0.36 -1.27 -0.064
C -0.43 0.93 -1.03 -0.267
S -0.78 2.57 -1.32 -0.075
N -1.41 -0.12 -0.56 0.318
C -2.51 0.46 0.32 0.175
C -3.88 1.20 -0.20 -0.198
C -5.03 1.74 0.86 -0.511
C -4.83 1.56 2.50 -0.323
C -3.44 0.81 3.00 -0.302
C -2.29 0.27 1.97 -0.584
C -2.05 -0.89 -1.69 0.439
C -2.86 -2.28 -1.26 -0.373
C -3.65 -3.24 -2.33 -0.455
C -3.60 -2.78 -3.91 -0.251
C -2.80 -1.42 -4.40 -0.550
C -2.01 -0.45 -3.29 -0.204
H 10.31 -1.46 0.32 0.267
H 9.86 -3.28 -0.23 0.329
H 9.61 -1.81 -1.47 0.242
H 6.71 -1.85 1.65 0.267
H 7.01 -1.95 -1.91 0.203
H 5.84 -1.49 -0.38 0.133
H 9.46 0.55 -1.11 0.332
H 5.93 3.77 -1.51 0.359
H 4.14 -0.06 -0.61 0.358
H 3.79 1.87 -0.80 0.453
H 3.93 -0.44 -3.07 0.184
H 4.31 1.39 -3.55 0.394
H 1.78 2.06 -3.19 0.483
H 1.71 0.29 -3.85 0.314
H -4.06 1.34 -1.36 0.303
H -6.02 2.24 0.45 0.278
H -5.65 1.93 3.27 0.288
H -3.33 0.66 4.18 0.409
H -1.31 -0.26 2.39 0.237
H -2.89 -2.57 -0.10 0.279
H -4.22 -4.20 -1.93 0.289
H -4.16 -3.46 -4.69 0.289
H -2.75 -1.08 -5.51 0.313
H -1.43 0.52 -3.62 0.262
C 11.56 8.41 0.10 -1.147
C 10.08 8.73 0.01 0.334
C 9.36 8.40 1.31 -1.060
O 9.50 7.98 -1.05 -0.517
H 11.72 7.34 0.29 0.282
H 12.06 8.64 -0.85 0.315
H 12.05 8.98 0.90 0.354
H 9.95 9.79 -0.22 0.296
H 9.44 7.34 1.54 0.204
H 8.29 8.63 1.23 0.299
H 9.78 8.98 2.15 0.371
H 9.61 7.04 -0.85 0.263
C -0.51 1.20 7.67 -1.375
C -1.13 1.32 6.28 0.488
C -1.16 2.77 5.81 -1.213
O -2.46 0.81 6.31 -0.520
H -1.09 1.76 8.41 0.357
H -0.51 0.16 8.00 0.335
H 0.52 1.57 7.67 0.370
H -0.56 0.71 5.57 0.207
H -1.76 3.39 6.49 0.343
H -1.62 2.84 4.82 0.289
H -0.15 3.19 5.76 0.377
H -2.97 1.34 6.94 0.343
C -9.51 0.88 4.37 -1.151
C -8.44 0.98 5.45 0.483
C -9.02 1.49 6.76 -1.378
O -7.41 1.86 5.01 -0.530
H -9.95 1.86 4.16 0.375
H -9.08 0.52 3.43 0.216
H -10.31 0.19 4.67 0.363
H -7.99 -0.01 5.61 0.212
H -9.44 2.50 6.63 0.357
H -8.24 1.57 7.52 0.332
H -9.81 0.83 7.13 0.374
H -7.81 2.73 4.87 0.336
C 1.21 -4.67 -1.69 -1.266
C 2.38 -4.27 -2.57 0.384
C 3.68 -4.25 -1.79 -1.172
O 2.14 -2.98 -3.12 -0.462
H 1.07 -3.96 -0.87 0.280
H 0.28 -4.67 -2.27 0.322
H 1.36 -5.67 -1.26 0.419
H 2.47 -4.97 -3.41 0.346
H 3.63 -3.52 -0.97 0.228
H 4.51 -3.95 -2.43 0.265
H 3.90 -5.23 -1.36 0.437
H 2.06 -2.35 -2.39 0.211
C -6.75 -2.85 3.28 -1.077
C -7.45 -2.76 1.93 0.283
C -6.46 -2.80 0.78 -0.987
O -8.20 -1.55 1.87 -0.519
H -6.06 -2.00 3.42 0.172
H -7.47 -2.80 4.10 0.288
H -6.17 -3.77 3.37 0.403
H -8.16 -3.59 1.84 0.289
H -5.76 -1.95 0.84 0.141
H -6.98 -2.72 -0.18 0.334
H -5.87 -3.73 0.80 0.375
H -7.58 -0.81 1.96 0.300
C -5.60 -4.72 -9.25 -1.257
C -4.72 -4.71 -8.01 0.398
C -4.61 -6.10 -7.40 -1.242
O -5.27 -3.81 -7.05 -0.535
H -6.62 -5.04 -9.01 0.340
H -5.67 -3.71 -9.67 0.313
H -5.19 -5.39 -10.02 0.371
H -3.72 -4.35 -8.27 0.257
H -5.60 -6.47 -7.09 0.322
H -3.99 -6.08 -6.50 0.307
H -4.18 -6.81 -8.11 0.382
H -6.16 -4.13 -6.81 0.342